The following is a DFT calculation (ωB97M-V/def2-TZVPD) of the ion C5H9BrN with charge +1 in a non-equilibrium geometry.

Element x y z (Å)
C  -0.027  1.592  -0.571
N  0.289  0.418  0.269
C  -0.558  -0.136  1.350
C  -0.301  -0.940  0.013
C  0.845  -1.924  -0.020
C  0.996  -2.804  -1.007
Br  2.430  -4.102  -0.997
H  0.686  1.561  -1.382
H  -0.960  1.551  -0.989
H  0.227  2.517  -0.114
H  1.228  0.386  0.574
H  -1.532  0.296  1.485
H  -0.088  -0.410  2.177
H  -0.919  -1.279  -0.757
H  1.662  -1.864  0.732
H  0.320  -2.987  -1.827

Computed properties:
Strongest force on any atom   6.1 eV/Å
Structure (SMILES)   C[N@H+]1C[C@@H]1/C=C/Br
LUMO   -3.147 eV
Net charge   +1
Frontier orbital gap   10.12 eV
DFT total energy   -76854.151 eV